Entry 1:
Below is a structure of composition C56H106ClN14O8Pd, with properties calculated with wB97M-V/def2-TZVPD.

Geometry as XYZ:
```
186
Properties=species:S:1:pos:R:3:forces:R:3
Pd 4.04923 0.37077 0.80574 -0.4 0.6 0.1
Cl -0.58303 -0.82726 -1.06586 1.1 1.7 -0.1
O -1.47077 -0.86674 0.11530 1.0 0.1 -1.3
O 0.48824 -1.77607 -0.88505 -0.5 -0.2 0.0
O -1.29493 -1.11259 -2.31502 -0.3 -0.3 1.3
O -0.01249 0.51973 -1.22053 -0.8 -1.4 0.6
C -1.30866 1.26224 3.08892 -1.3 -3.3 -3.2
C -1.37756 0.24688 4.13381 1.1 1.3 0.1
N -1.22779 -0.48039 5.00473 -0.3 -0.7 0.4
H -2.32782 1.26520 2.61783 0.7 0.3 0.4
H -0.66960 0.81256 2.23051 -0.7 0.9 1.4
H -1.03081 2.24288 3.30646 0.6 1.4 0.9
C 3.09828 -2.96593 -2.36732 0.9 -0.2 -0.7
C 3.53501 -1.93648 -1.45635 0.9 0.9 1.3
N 3.88195 -1.26126 -0.58481 -0.6 -0.8 -1.3
H 2.05255 -3.00199 -2.24165 -1.4 -0.4 0.0
H 3.57005 -3.89172 -2.03242 -0.1 -0.1 -0.1
H 3.29065 -2.81639 -3.44650 0.1 0.2 0.7
C 0.54595 0.20349 -4.33551 -0.7 1.3 -1.6
C 0.57453 -1.21054 -4.58757 0.3 -0.4 0.6
N 0.67223 -2.34823 -4.67876 0.0 -0.4 -0.3
H -0.51288 0.55226 -4.29142 0.8 -0.2 -0.1
H 1.04059 0.68387 -5.23677 -0.4 -0.2 1.3
H 0.98370 0.45310 -3.37560 0.3 0.0 -0.1
C 0.49366 -2.22263 2.32229 -1.1 0.7 2.4
C 1.33530 -1.09979 2.07022 2.1 0.8 -0.7
N 2.14510 -0.33233 1.77878 -0.6 -0.4 0.4
H 0.14464 -2.15195 3.40173 0.3 -0.3 -1.3
H 0.99457 -3.14269 2.13689 0.5 -0.6 -0.2
H -0.34712 -2.09781 1.68558 -0.9 -0.2 -0.5
C 4.78116 -4.76744 6.75123 -0.9 0.2 0.3
C 4.86525 -3.34046 6.46186 0.4 0.5 -0.5
N 4.99298 -2.25666 6.09180 -0.2 -0.4 0.4
H 5.55550 -5.09401 7.44113 0.1 -0.1 -0.3
H 4.74278 -5.27913 5.79993 0.6 -0.3 -0.2
H 3.80723 -4.99506 7.18869 0.1 0.2 0.3
C 6.00734 7.39009 1.98441 2.8 -0.9 -1.1
C 7.20748 7.35049 2.91211 -1.0 0.4 -0.6
N 8.21494 7.41559 3.46784 -0.6 -0.2 -0.1
H 5.62142 8.37106 1.84530 0.0 1.0 0.1
H 5.17754 6.75488 2.21323 -0.1 -0.6 0.4
H 6.49604 7.07860 0.99250 -1.1 0.3 1.2
C 6.95042 2.34207 -2.53627 -1.1 0.4 1.6
C 6.08511 1.60674 -1.56071 0.7 0.6 -0.5
N 5.48938 1.12179 -0.71192 0.0 0.2 0.0
H 6.53339 3.37072 -2.62486 0.2 -0.8 -0.3
H 7.04223 1.81017 -3.45985 -0.1 -0.1 -0.6
H 7.91452 2.42917 -2.05490 0.4 0.0 0.0
C -3.81833 -6.71632 4.47003 1.7 1.9 0.3
C -3.52686 -6.29451 3.10725 0.2 1.3 -3.4
N -3.39903 -5.84552 2.02486 -0.3 -1.5 3.2
H -3.28367 -7.57406 4.81289 0.4 -0.6 -0.1
H -4.83946 -6.85743 4.57377 -2.0 -0.4 0.2
H -3.55061 -5.84598 5.11296 -0.1 -0.7 -0.3
C 4.46669 3.56115 4.40412 0.5 -1.5 0.1
C 4.23926 2.74798 3.23957 0.6 1.1 1.1
N 4.08222 2.22968 2.25103 -0.3 -1.9 -2.3
H 4.17676 4.52992 4.13699 -1.0 1.5 0.2
H 5.51209 3.63459 4.61887 0.8 -0.2 0.1
H 3.97521 3.05738 5.22122 -0.4 0.5 0.4
C 1.31704 0.30428 7.17497 0.2 1.8 -0.4
C 1.58624 1.18433 5.98328 -0.5 -1.1 1.1
N 1.67897 1.81954 5.03377 0.3 0.1 -0.1
H 1.18462 -0.70736 6.83029 -0.1 -0.3 0.1
H 0.43153 0.71268 7.68613 0.1 -0.4 -0.4
H 2.12637 0.40635 7.90105 0.1 -0.3 -0.3
C -0.97339 -8.62033 -3.78935 1.0 0.5 -0.6
C -0.81473 -9.00405 -2.33877 1.3 1.1 1.6
C 0.60692 -9.48135 -2.00014 0.1 0.6 1.2
C 1.66238 -8.40233 -2.12728 -1.0 1.6 1.7
C 1.25044 -7.21459 -1.16571 -0.6 -1.2 -0.2
C -0.22650 -6.73534 -1.27260 0.7 0.1 -0.9
N -1.03919 -7.96179 -1.30195 0.0 0.1 -0.9
O -2.38598 -7.54881 -1.47844 -0.9 -0.2 1.3
C -0.66657 -5.99167 -0.00429 0.1 -1.5 0.4
C -0.51379 -5.78415 -2.53725 -0.4 -0.4 1.1
C -1.79008 -10.12343 -2.06962 0.5 -1.4 0.1
H -0.81130 -9.57197 -4.27815 -0.2 -0.1 -0.7
H -0.22059 -7.90862 -4.23098 -0.8 -0.6 0.7
H -1.98672 -8.27787 -3.96621 -0.1 0.1 -0.2
H 0.64190 -9.84109 -0.92940 -0.2 -0.1 -1.2
H 0.82519 -10.20910 -2.71978 0.5 -1.8 -0.7
H 1.66521 -8.01647 -3.12578 0.4 0.1 -0.7
H 2.65995 -8.71693 -1.79852 -0.2 -0.2 -0.4
H 1.80777 -6.35643 -1.38486 1.2 1.3 -0.4
H 1.53493 -7.50306 -0.13490 -0.6 0.1 -0.3
H -0.10411 -5.13241 0.38124 0.2 -0.3 -0.5
H -1.66840 -5.71795 -0.22034 -1.0 0.8 0.2
H -0.76638 -6.79057 0.76402 0.3 0.7 -0.1
H -0.42817 -4.72939 -2.21668 0.3 -0.4 -0.2
H 0.16966 -5.99728 -3.36119 -0.2 0.2 0.0
H -1.58728 -5.89605 -2.85072 1.2 -0.2 0.2
H -1.35797 -11.04430 -2.59299 -0.9 1.0 0.9
H -2.78695 -9.91517 -2.43175 -0.1 0.0 -0.4
H -1.91170 -10.26390 -0.98089 0.4 -0.3 -0.4
H -2.65912 -7.83575 -0.59080 -0.9 0.5 -0.6
C -2.81667 4.03063 0.85182 0.2 0.7 -0.6
C -2.54725 4.99049 2.04241 -1.1 -0.1 -0.6
C -3.72465 4.70616 3.09052 0.3 1.6 -1.4
C -3.54430 5.57197 4.37864 0.1 -1.4 -0.6
C -2.18575 5.18877 4.98158 -0.5 -0.6 -0.4
C -1.03727 5.34168 4.03747 1.7 0.9 -1.3
N -1.33808 4.59215 2.76517 0.4 0.9 -0.6
O -0.22208 4.84267 1.86190 0.4 -1.8 0.0
C -0.61196 6.84052 3.88256 -1.0 0.6 0.5
C 0.23343 4.67293 4.51825 1.9 0.2 1.1
C -2.50878 6.42078 1.29947 -0.2 0.2 1.6
H -2.11499 4.20762 0.00475 -0.4 -0.1 0.7
H -3.83494 4.22825 0.44840 0.6 -0.2 0.4
H -2.73346 2.99198 1.13201 0.0 -0.4 0.2
H -4.63431 4.96846 2.47461 0.5 -0.3 1.1
H -3.73765 3.61803 3.32018 0.1 0.7 -0.1
H -4.32858 5.30475 5.07379 -0.2 0.0 0.3
H -3.67703 6.62118 4.15997 0.3 0.4 -0.1
H -2.20666 4.13455 5.21960 -0.3 -0.6 0.1
H -1.93245 5.64796 5.91354 0.0 0.7 0.6
H 0.06324 6.94895 3.05168 0.4 0.0 -0.3
H -1.44235 7.56263 3.72446 0.3 -0.6 0.1
H -0.11859 7.19984 4.81637 -0.2 -0.5 -0.6
H 0.27337 3.59929 4.49636 -0.6 -0.5 -0.1
H 1.18518 4.95077 3.99348 -1.1 0.2 -0.1
H 0.49048 4.95110 5.55336 -0.5 0.0 -0.1
H -1.71701 6.39991 0.53656 -0.3 -0.1 0.4
H -2.28829 7.29227 1.99783 -0.5 -1.2 -1.0
H -3.48164 6.58597 0.77690 0.7 -0.1 0.5
H 0.18943 3.93620 1.70781 -0.8 1.7 0.4
C -2.59282 -3.01499 -4.28360 -0.2 0.5 -1.4
C -3.71169 -2.91491 -3.24794 1.4 0.7 -0.2
C -3.29017 -3.62451 -2.00680 -0.7 -1.8 1.4
C -4.14991 -3.46346 -0.75123 0.3 2.2 -0.6
C -4.17041 -1.91780 -0.46029 -1.5 -1.4 0.9
C -4.59618 -1.01698 -1.61083 0.8 -1.1 0.2
N -3.88865 -1.42400 -2.91293 -0.3 0.8 -0.1
O -3.61649 -0.55198 -3.67199 -0.1 -1.5 0.3
C -6.04596 -1.09465 -2.02141 -1.6 0.2 1.5
C -4.21692 0.39197 -1.33779 -1.4 0.3 0.4
C -4.98412 -3.47236 -3.83991 -1.0 0.3 -0.9
H -1.85437 -2.20897 -4.28418 -0.5 0.0 0.2
H -3.04599 -3.07344 -5.29616 0.4 0.1 0.5
H -1.98377 -3.89633 -4.14128 -0.2 -0.4 0.2
H -3.33913 -4.67965 -2.28172 0.2 -0.1 -0.1
H -2.27021 -3.46797 -1.70708 0.5 0.5 -0.3
H -3.61808 -3.89521 0.08436 -0.2 -0.5 0.2
H -5.14526 -3.89846 -0.85381 0.0 0.0 0.1
H -3.21216 -1.62051 -0.04474 -0.2 0.0 -0.4
H -4.92746 -1.73363 0.33599 0.4 0.0 -0.4
H -6.14645 -0.50478 -2.90892 -0.4 0.3 -0.6
H -6.48534 -2.08857 -2.16890 0.4 0.3 0.1
H -6.64691 -0.58374 -1.20349 0.7 -0.6 -0.9
H -4.70627 0.72552 -0.40819 0.1 -0.1 -0.5
H -3.18110 0.47088 -1.23332 1.7 0.3 0.2
H -4.54511 0.95087 -2.18508 -0.2 1.0 -0.2
H -5.80027 -3.81723 -3.17337 0.6 0.6 -0.3
H -4.68358 -4.31402 -4.43855 0.3 -0.7 0.1
H -5.30885 -2.80578 -4.65918 -0.4 0.1 0.6
H -0.21542 -7.65863 -9.54517 0.0 0.0 0.0
C 4.32604 5.15216 -2.63068 0.1 -1.6 0.6
C 2.88196 5.59155 -2.66695 -0.4 1.1 0.6
C 2.55794 5.85020 -4.12464 -0.4 -0.7 -2.0
C 1.03996 6.10310 -4.45847 0.9 -2.4 -1.3
C 0.16619 4.96785 -3.82529 1.1 0.9 0.9
C 0.54928 4.78227 -2.30655 -0.1 -1.1 0.1
N 2.00188 4.54653 -2.22489 -0.2 -1.0 -0.4
O 2.35726 4.09421 -0.89253 0.0 -0.8 -1.1
C 0.15673 5.99390 -1.45782 -1.9 0.5 -0.9
C -0.11355 3.43165 -1.83002 1.4 1.4 -1.0
C 2.76360 6.91797 -1.86873 1.2 -0.2 -1.0
H 4.32950 4.08756 -3.01930 0.4 1.2 0.1
H 4.76225 5.11186 -1.59692 -0.4 0.3 -0.9
H 4.81520 5.88025 -3.27833 0.7 -0.4 0.1
H 3.14204 6.70070 -4.50271 -0.1 0.1 0.3
H 2.96771 4.99281 -4.74686 -0.7 0.6 0.7
H 0.90260 6.04895 -5.60186 0.2 0.4 1.7
H 0.82229 7.06916 -4.09668 -0.7 1.1 0.2
H 0.45698 4.03374 -4.35747 -0.7 0.4 0.4
H -0.92241 5.21224 -3.84253 0.8 -0.4 -0.3
H 0.44868 5.97895 -0.41993 0.4 -0.3 0.2
H 0.48893 6.92139 -1.93393 -0.3 -0.5 0.4
H -0.94124 6.12418 -1.45329 0.2 -0.4 0.0
H -1.09553 3.36997 -2.24604 -0.7 -0.3 -0.2
H 0.51455 2.58847 -2.12627 -0.3 0.2 -0.4
H -0.13590 3.38060 -0.77901 -0.3 0.0 1.4
H 2.54186 6.74676 -0.85119 -0.2 -0.3 1.2
H 1.97352 7.53088 -2.27730 0.6 0.6 -0.1
H 3.76383 7.36316 -1.90464 -0.4 0.5 -0.1
H 2.50456 3.14845 -1.14118 0.0 1.0 1.0
```
Forces are in eV/Å.

Properties
LUMO energy   -0.1504 Ha
Kohn-Sham gap   5.9 eV
⟨S²⟩   2.0028
Net charge   +1
Strongest force on any atom   4.78 eV/A
Multiplicity   3

---

Entry 2:
Below is a cluster of 3 separate species, C17H27NO6P in total, with properties calculated with wB97M-V/def2-TZVPD.

Geometry as XYZ:
```
52
Properties=species:S:1:pos:R:3:forces:R:3
C 6.95466 -0.87514 1.49788 1.1 -0.9 0.6
C 6.60592 -0.89909 -0.10424 1.3 -0.3 1.6
P 5.34283 0.40799 -0.68402 1.3 0.3 -2.3
C 5.94829 2.20687 -0.25490 -1.5 0.6 1.7
C 5.51312 2.52020 1.32586 0.2 -0.1 0.4
N 3.77482 0.28551 0.18200 -4.6 0.0 3.2
C 3.43988 -0.73591 1.25422 -3.6 1.8 0.4
C 1.97304 -0.76495 2.05793 1.1 3.5 -3.7
C 0.85001 0.40275 1.64234 4.0 -0.6 -1.7
C 1.22886 1.46713 0.44490 3.5 -3.1 1.3
C 2.71904 1.33370 -0.22950 -2.4 -1.1 2.3
H 7.87905 -0.17886 1.77173 -2.2 -1.3 -0.8
H 7.31681 -1.97662 1.78200 -0.9 2.4 -0.4
H 6.06162 -0.57727 2.19696 1.7 -0.6 -1.4
H 7.62854 -0.64736 -0.66668 -2.5 -0.3 0.9
H 6.35202 -2.00846 -0.41304 0.0 2.5 0.4
H 7.09414 2.35560 -0.44793 -2.3 -0.4 0.2
H 5.26244 2.93615 -0.90571 2.0 -1.7 1.1
H 6.28385 3.28346 1.79926 -1.9 -1.6 -0.9
H 4.39507 2.93233 1.39632 2.6 -0.7 -0.2
H 5.50746 1.52138 1.96902 0.2 2.2 -1.3
H 4.21885 -1.55658 1.56550 -1.5 2.0 -1.0
H 1.78336 -1.58137 2.87929 0.4 1.9 -1.9
H -0.17578 0.42996 2.20588 2.2 0.0 -1.3
H 0.50988 2.34365 0.06845 1.8 -2.3 1.0
H 2.97377 2.11648 -1.09196 -0.2 -2.2 2.1
C -1.77864 -1.83402 1.63284 0.3 -0.2 0.4
C -3.02909 -2.61469 1.27850 1.0 0.3 -0.2
C -3.97420 -1.85893 0.39390 0.2 0.3 -0.5
O -5.23372 -2.40103 0.74634 -0.2 -0.6 1.0
C -5.11967 -2.85278 2.03249 -2.2 -0.7 1.3
O -6.05818 -3.20212 2.72477 2.2 0.8 -1.5
O -3.81278 -2.85745 2.43491 -0.9 -0.1 -0.1
H -2.00720 -1.00493 2.31250 -0.2 -0.1 -0.2
H -1.06846 -2.48112 2.15956 0.0 0.1 -0.1
H -1.28567 -1.43866 0.73938 -0.2 -0.1 0.0
H -2.75913 -3.58243 0.83892 0.0 0.1 0.0
H -3.76817 -2.02622 -0.66703 -0.2 0.0 0.1
H -3.99024 -0.78076 0.58779 0.1 -0.7 0.2
C -5.76192 1.01259 -4.62628 0.4 -0.3 -0.3
C -5.81938 0.63646 -3.15868 -0.7 0.1 -1.4
C -6.37000 1.72290 -2.28496 -0.9 0.4 -0.1
O -5.73008 1.48186 -1.04526 1.3 -0.6 0.2
C -4.55240 0.84654 -1.32938 0.9 0.1 0.8
O -3.65887 0.66111 -0.52358 -1.4 1.1 -1.9
O -4.51393 0.45033 -2.63761 0.5 0.2 1.5
H -4.99440 1.77290 -4.81175 -0.2 0.0 0.2
H -5.48595 0.13908 -5.22740 -0.1 0.2 0.1
H -6.72728 1.38422 -4.98345 0.1 -0.1 0.1
H -6.37591 -0.29961 -3.02948 0.0 0.1 0.1
H -7.45592 1.65299 -2.17580 0.2 0.0 0.2
H -6.11037 2.73225 -2.62278 0.0 -0.1 -0.1
```
Forces are in eV/Å.

Properties
LUMO energy   -0.1840 Ha
Kohn-Sham gap   6.8 eV
Net charge   +1
Relative energy (zero: lowest compared OMol25 entry of this formula, charge and spin)   185.9 kcal/mol
Strongest force on any atom   5.58 eV/A

---

Entry 3:
Below is a structure of composition CH2Na9O4, with properties calculated with wB97M-V/def2-TZVPD.

Geometry as XYZ:
```
16
Properties=species:S:1:pos:R:3:forces:R:3
Na -1.71119 -2.46705 0.10088 -0.3 -1.5 -0.4
Na 2.59626 1.56934 0.67648 1.6 0.5 -0.7
Na -1.33413 2.93859 -0.40558 0.0 1.1 -1.1
Na 1.77168 -2.77728 1.08012 1.1 -1.5 -0.3
Na -3.71995 0.46571 -1.06924 -1.7 0.0 -0.9
Na 0.01725 3.30858 2.43609 0.5 1.7 1.1
Na -0.85764 -0.24660 -2.96685 1.0 -0.5 -1.6
Na -2.06217 0.75818 2.25452 -1.1 0.0 1.0
Na 1.00290 -0.28843 3.02617 0.7 -0.3 1.2
C -0.09137 0.25337 0.23375 0.2 -1.0 0.9
O -1.03205 0.35840 -0.52034 -5.3 -0.4 -4.6
O 0.56900 -0.76951 0.38775 1.9 -2.9 1.2
O 0.05343 1.23207 0.99353 1.7 4.6 4.6
O 1.31249 -1.34533 -2.32141 -1.2 0.6 0.7
H 2.15723 -1.74064 -2.53674 0.6 -0.4 -1.0
H 1.32821 -1.24933 -1.36916 0.2 -0.1 0.0
```
Forces are in eV/Å.

Properties
LUMO energy   -0.9269 Ha
Kohn-Sham gap   7.5 eV
Net charge   +7
Relative energy (zero: lowest compared OMol25 entry of this formula, charge and spin)   58.3 kcal/mol
Strongest force on any atom   7.03 eV/A

---

Entry 4:
Below is a cluster of 2 separate species, C6H15NO in total, with properties calculated with wB97M-V/def2-TZVPD.

Geometry as XYZ:
```
23
Properties=species:S:1:pos:R:3:forces:R:3
C -1.36688 -0.20135 -2.48806 1.3 1.0 2.1
C -1.87571 0.63962 -1.58632 2.0 -1.4 0.3
C -1.10228 0.94658 -0.34161 2.0 -0.5 0.7
C 0.46696 0.44349 -0.38321 -0.9 -0.7 -1.7
C 1.27448 0.67911 0.89403 0.3 -0.1 1.4
C 0.57868 0.01682 2.10327 1.0 3.9 2.5
N 2.64397 0.15067 0.88145 -0.3 -3.4 0.2
H -1.62670 -0.49966 -3.43170 -1.7 -0.4 -2.1
H -0.37883 -0.58555 -2.26031 0.0 0.0 0.0
H -2.81940 1.06616 -1.53414 -1.8 0.7 -0.8
H -1.63051 0.54934 0.52854 0.2 -0.5 -0.1
H -1.17437 2.02614 -0.09733 0.6 -0.2 -0.5
H 0.66272 -0.69361 -0.63016 -0.9 2.1 0.9
H 0.86502 0.83055 -1.37749 0.1 0.4 1.5
H 1.44132 1.79948 1.16787 -0.6 -1.7 -0.7
H -0.12810 0.77648 2.47556 -0.2 -0.2 -0.1
H 1.22547 -0.10020 3.01936 0.1 0.3 -1.2
H 0.02780 -0.83698 2.08984 -1.2 -2.5 -1.2
H 3.08912 0.65560 0.17272 1.4 0.4 -1.4
H 2.74586 -0.96878 0.68775 -0.7 3.7 0.4
O -0.89225 -1.90175 0.43608 0.5 -2.3 -1.5
H -0.43316 -2.20202 -0.39812 -0.7 1.1 0.9
H -1.08750 -2.80324 0.74017 -0.4 0.4 0.6
```
Forces are in eV/Å.

Properties
SMILES string   C=CCC[C@@H](C)N.O
LUMO energy   0.0215 Ha
Kohn-Sham gap   9.6 eV
Relative energy (zero: lowest compared OMol25 entry of this formula, charge and spin)   84.3 kcal/mol
Strongest force on any atom   4.75 eV/A

---

Entry 5:
Below is an isolated molecule of C3H7NOS2, with properties calculated with wB97M-V/def2-TZVPD.

Geometry as XYZ:
```
14
Properties=species:S:1:pos:R:3:forces:R:3
N -2.12421 -1.56070 -0.31872 -3.6 4.2 -2.8
C -1.62135 -0.17587 -0.44836 -2.3 -3.4 -0.5
O -2.30733 0.51303 -1.17016 1.3 1.0 0.6
C -0.33665 0.14739 0.35699 -0.3 -1.1 1.2
C 0.88961 0.59607 -0.56862 -1.9 1.2 1.1
S 1.82546 1.88436 0.35095 0.9 -0.6 -0.5
S 3.07225 1.02256 1.83058 -0.5 -0.2 -0.9
H -1.62250 -2.18848 0.17157 1.5 -2.6 2.0
H -3.18304 -1.78877 -0.68562 4.1 0.9 1.3
H -0.67390 1.02690 1.13442 1.2 -2.3 -2.0
H -0.08185 -0.90397 0.99793 -0.4 3.2 -1.6
H 0.64488 0.96209 -1.59324 -1.2 1.7 1.1
H 1.37711 -0.12203 -1.16041 1.7 -2.3 1.0
H 4.14153 0.58743 1.10270 -0.5 0.3 0.1
```
Forces are in eV/Å.

Properties
SMILES string   NC(=O)CCSS
LUMO energy   0.0116 Ha
Kohn-Sham gap   9.5 eV
Relative energy (zero: lowest compared OMol25 entry of this formula, charge and spin)   56.4 kcal/mol
Strongest force on any atom   6.16 eV/A

---

| no. | E (Eh) |
| --- | --- |
| 1 | -4153.0108 |
| 2 | -1510.9560 |
| 3 | -1797.4341 |
| 4 | -367.4970 |
| 5 | -1044.8125 |